No. 1
{
  "formula": "C6H10O",
  "method": "ωB97M-V/def2-TZVPD",
  "elements": ["O", "C", "C", "C", "C", "C", "C", "H", "H", "H", "H", "H", "H", "H", "H", "H", "H"],
  "positions_angstrom": [[-0.153852, 0.968035, 1.932527], [-0.949649, 0.197143, 1.036481], [-0.474556, -1.233756, 0.882009], [0.489369, -1.537837, 0.014911], [1.215171, -0.489160, -0.787807], [0.403781, 0.817424, -1.012317], [-0.989258, 0.829170, -0.353953], [0.639401, 1.232437, 1.447636], [-1.949074, 0.206921, 1.482548], [-0.959494, -2.013655, 1.465201], [0.812361, -2.570108, -0.110072], [1.543313, -0.911123, -1.744498], [2.145647, -0.253837, -0.252434], [0.989082, 1.675127, -0.654704], [0.276921, 0.988547, -2.084926], [-1.360711, 1.858982, -0.288430], [-1.699773, 0.254254, -0.958865]],
  "atomic_forces_ev_per_a": [[0.25, 0.08, -0.09], [-0.28, -0.15, -0.20], [0.15, -0.07, -0.09], [-0.11, 0.07, 0.16], [0.00, -0.01, -0.01], [-0.02, 0.07, -0.03], [0.02, 0.01, -0.04], [-0.05, -0.07, 0.24], [0.11, -0.02, -0.10], [0.11, 0.12, -0.03], [-0.04, 0.14, 0.06], [-0.13, 0.05, 0.12], [-0.10, -0.02, -0.10], [-0.11, -0.13, -0.03], [0.04, 0.00, 0.11], [0.05, -0.16, -0.01], [0.11, 0.11, 0.05]],
  "nbo_charge": [-0.707, 0.052, -0.220, -0.167, -0.460, -0.414, -0.417, 0.458, 0.185, 0.209, 0.206, 0.217, 0.217, 0.196, 0.220, 0.216, 0.210],
  "lumo_ha": 0.033,
  "multiplicity": 1,
  "total_energy_ha": -309.83202,
  "relative_energy_kcal_mol": 6.5,
  "gap_ev": 10.349,
  "total_charge": 0,
  "smiles": "O[C@@H]1C=CCCC1"
}

No. 2
{
  "formula": "C5H8O2",
  "method": "ωB97M-V/def2-TZVPD",
  "elements": ["C", "C", "C", "O", "C", "C", "O", "H", "H", "H", "H", "H", "H", "H", "H"],
  "positions_angstrom": [[1.558030, -0.570084, 0.251473], [0.337399, 0.339231, 0.452480], [0.220933, 1.277797, -0.732214], [-0.268606, 0.914841, -1.786088], [-1.935719, 0.650866, 0.516508], [-1.010350, -0.487292, 0.548224], [-1.064642, -1.533357, -0.391268], [2.461360, 0.043603, 0.142676], [1.437925, -1.184883, -0.643718], [1.691241, -1.228105, 1.115418], [0.439127, 0.914091, 1.373573], [0.588939, 2.314893, -0.622527], [-2.404557, 0.683822, -0.483436], [-1.007742, -0.973542, 1.530249], [-1.040850, -1.149239, -1.281827]],
  "atomic_forces_ev_per_a": [[-0.02, -0.05, -0.01], [0.05, 0.19, 0.03], [-0.21, -0.09, -0.51], [0.39, 0.28, 0.54], [0.19, -0.30, -0.15], [-0.08, 0.04, 0.17], [-0.17, -0.08, -0.29], [-0.16, -0.12, 0.02], [0.02, 0.09, 0.15], [-0.05, 0.09, -0.13], [0.07, 0.03, -0.13], [0.07, -0.09, 0.01], [-0.11, -0.15, 0.10], [0.06, 0.11, -0.02], [-0.03, 0.05, 0.20]],
  "nbo_charge": [-0.596, -0.322, 0.430, -0.547, -0.023, -0.093, -0.723, 0.216, 0.231, 0.224, 0.239, 0.139, 0.115, 0.226, 0.485],
  "lumo_ha": [-0.023, -0.023],
  "multiplicity": 1,
  "total_energy_ha": -345.63258,
  "relative_energy_kcal_mol": 108.2,
  "gap_ev": [8.527, 8.527],
  "total_charge": 0
}